# 1
Density functional theory data (ωB97M-V/def2-TZVPD) for a structure of composition C23H20BiN5PS3.

Atoms and positions in Å:
Bi 1.15 0.64 -2.36
N 3.36 4.68 -0.45
N 2.35 4.32 0.44
C 1.19 3.76 0.10
N 0.38 3.39 1.11
S 0.74 3.52 -1.52
H 3.04 5.44 -1.05
H 3.59 3.89 -1.04
H 2.59 4.43 1.41
H 0.56 3.68 2.06
H -0.57 3.12 0.88
S 2.94 1.01 -0.67
C 3.54 -0.62 -0.42
C 4.43 -0.72 0.69
N 5.12 -0.79 1.61
C 3.19 -1.71 -1.13
S 2.09 -1.74 -2.49
C 3.73 -2.99 -0.78
N 4.12 -4.03 -0.50
C -3.51 -3.25 -2.70
C -2.49 -2.65 -3.42
C -1.62 -1.78 -2.79
C -1.77 -1.50 -1.43
C -2.80 -2.10 -0.71
C -3.66 -2.97 -1.34
P -0.66 -0.36 -0.57
C -1.72 0.86 0.24
C -2.29 1.86 -0.54
C -3.13 2.80 0.03
C -3.40 2.74 1.40
C -2.84 1.74 2.18
C -2.00 0.79 1.61
C 0.25 -1.27 0.67
C 0.95 -0.57 1.66
C 1.77 -1.26 2.54
C 1.91 -2.63 2.42
C 1.22 -3.33 1.44
C 0.39 -2.65 0.56
H -4.18 -3.93 -3.19
H -2.37 -2.87 -4.47
H -0.82 -1.32 -3.37
H -2.93 -1.88 0.34
H -4.46 -3.44 -0.78
H -2.08 1.91 -1.60
H -3.57 3.57 -0.58
H -4.06 3.47 1.85
H -3.07 1.68 3.24
H -1.57 0.01 2.22
H 0.86 0.51 1.73
H 2.31 -0.72 3.30
H 2.57 -3.16 3.10
H 1.34 -4.40 1.35
H -0.13 -3.20 -0.22

Calculated values
- Maximum force: 0.13 eV/Å
- HOMO-LUMO gap: 7.68 eV
- Net charge: +1

***

# 2
Density functional theory data (ωB97M-V/def2-TZVPD) for a structure of composition C23H20CdINO2P.

Atoms and positions in Å:
Cd -0.17 -0.03 -2.50
O 3.97 -1.35 -1.53
C 2.79 -1.08 -1.35
O 1.86 -1.02 -2.24
C 2.31 -0.79 0.09
P 0.48 -0.72 0.11
C 0.09 -0.30 1.85
C 0.05 -1.22 2.90
C -0.20 -0.80 4.20
C -0.40 0.55 4.47
C -0.36 1.48 3.44
C -0.13 1.05 2.14
C -0.04 -2.47 0.02
C -1.38 -2.75 0.25
C -1.87 -4.04 0.15
C -1.02 -5.08 -0.20
C 0.32 -4.81 -0.45
C 0.81 -3.51 -0.34
H 2.69 0.19 0.39
H 2.70 -1.53 0.79
H 0.20 -2.27 2.70
H -0.23 -1.52 5.00
H -0.59 0.88 5.49
H -0.52 2.53 3.64
H -0.11 1.78 1.33
H -2.06 -1.94 0.52
H -2.92 -4.24 0.33
H -1.40 -6.09 -0.30
H 0.99 -5.61 -0.74
H 1.86 -3.32 -0.57
I -1.77 -2.85 -3.95
C -2.12 -1.01 -2.84
H -2.69 -1.34 -1.97
H -2.79 -0.45 -3.49
C 0.13 2.03 -3.38
C 0.12 2.89 -2.20
C 1.31 3.38 -1.61
C 1.29 4.11 -0.44
C 0.09 4.40 0.21
C -1.10 3.94 -0.36
C -1.08 3.21 -1.53
C 0.07 5.15 1.44
N 0.06 5.76 2.42
H 1.06 2.07 -3.95
H -0.74 2.14 -4.02
H 2.25 3.15 -2.09
H 2.22 4.45 0.00
H -2.04 4.16 0.13
H -2.02 2.84 -1.94

Calculated values
- Maximum force: 0.52 eV/Å
- HOMO-LUMO gap: 7.26 eV
- Net charge: -1

***

# 3
Density functional theory data (ωB97M-V/def2-TZVPD) for a structure of composition C23H20ClCrN3O7S2.

Atoms and positions in Å:
Cr -0.67 0.68 0.96
C -2.92 4.01 3.40
S -1.17 4.10 3.90
C -0.58 2.72 2.97
S -1.28 1.17 3.17
N 0.44 2.97 2.20
N 0.82 1.94 1.38
C 2.01 2.14 0.91
C 2.78 1.28 0.03
C 3.99 1.76 -0.49
C 4.68 0.99 -1.40
C 4.19 -0.25 -1.75
C 3.02 -0.68 -1.12
N 2.34 0.05 -0.27
H -3.46 4.71 4.03
H -3.29 2.99 3.55
H -3.01 4.28 2.35
H 2.48 3.07 1.20
H 4.35 2.73 -0.17
H 5.61 1.36 -1.83
H 4.69 -0.87 -2.48
H 2.62 -1.67 -1.32
O -3.71 3.10 -0.23
C -2.70 2.42 -0.36
O -1.76 2.30 0.51
C -2.43 1.75 -1.72
C -0.94 1.90 -2.03
C -0.66 1.57 -3.50
C -0.76 0.02 -3.49
C -1.14 -0.24 -2.03
O -0.38 0.76 -1.34
C -2.59 0.19 -1.78
C -3.09 -0.46 -0.47
O -4.14 -1.07 -0.48
O -2.29 -0.33 0.53
H -3.07 2.25 -2.45
H -0.49 2.82 -1.66
H -1.39 2.04 -4.15
H 0.34 1.90 -3.79
H -1.51 -0.37 -4.18
H 0.21 -0.44 -3.72
H -0.88 -1.23 -1.65
H -3.26 -0.12 -2.57
Cl 1.87 -7.45 0.75
C 1.27 -5.86 1.12
C 0.16 -5.72 1.93
C -0.30 -4.45 2.24
C 0.34 -3.33 1.73
C 1.45 -3.48 0.91
C 1.92 -4.75 0.60
C -0.20 -1.96 2.08
O -0.95 -1.84 3.03
O 0.23 -1.02 1.29
H -0.34 -6.60 2.31
H -1.16 -4.30 2.88
H 1.94 -2.60 0.52
H 2.79 -4.88 -0.03

Calculated values
- Maximum force: 2.07 eV/Å
- HOMO-LUMO gap (spin up / spin down): 6.80 / 6.85 eV
- Net charge: -1
- 2S+1: 4

***

# 4
Density functional theory data (ωB97M-V/def2-TZVPD) for a structure of composition C23H20ClMnN5O2S3.

Atoms and positions in Å:
Mn 1.87 -0.31 0.21
C -2.09 4.39 -3.62
C -1.61 3.25 -2.76
C -2.03 1.94 -3.01
C -1.55 0.89 -2.28
C -0.62 1.06 -1.23
N -0.11 0.02 -0.55
C -0.86 -1.04 -0.22
C -2.27 -1.00 -0.03
C -2.98 -2.12 0.31
C -2.36 -3.36 0.49
C -3.15 -4.59 0.83
C -0.98 -3.41 0.36
C -0.24 -2.29 0.02
N 1.18 -2.42 -0.12
C 1.67 -3.43 -0.91
C 2.85 -3.86 -0.35
C 2.99 -3.09 0.82
N 1.98 -2.24 0.95
C -0.20 2.39 -0.98
C -0.69 3.45 -1.74
N 0.69 2.69 0.06
C 0.62 3.79 0.84
C 1.72 3.78 1.66
C 2.41 2.61 1.31
N 1.77 1.96 0.35
H -3.09 4.20 -3.99
H -1.43 4.53 -4.47
H -2.10 5.32 -3.05
H -2.74 1.76 -3.82
H -1.88 -0.12 -2.50
H -2.77 -0.05 -0.13
H -4.05 -2.05 0.45
H -4.16 -4.52 0.45
H -3.21 -4.73 1.91
H -2.68 -5.48 0.41
H -0.45 -4.34 0.54
H 1.17 -3.71 -1.82
H 3.53 -4.60 -0.72
H 3.80 -3.09 1.53
H -0.33 4.45 -1.55
H -0.20 4.48 0.76
H 1.98 4.49 2.43
H 3.34 2.24 1.70
S 4.53 -1.90 -1.77
C 3.68 -0.59 -1.10
S 4.25 0.07 0.41
S 2.64 0.35 -2.11
Cl 0.95 -0.40 5.30
C 0.46 0.94 4.25
C 0.02 0.35 2.84
O -1.18 0.25 2.66
O 0.98 0.07 2.09
H 1.31 1.61 4.15
H -0.38 1.43 4.74

Calculated values
- Maximum force: 3.10 eV/Å
- HOMO-LUMO gap (spin up / spin down): 4.99 / 5.19 eV
- Net charge: -2
- 2S+1: 6

***

# 5
Density functional theory data (ωB97M-V/def2-TZVPD) for the molecule C23H20ClNO3.

Atoms and positions in Å:
C 1.21 1.01 -2.69
C 0.73 -0.36 -2.20
C 1.59 -1.45 -2.76
C 1.15 -2.87 -2.38
C 0.45 -3.64 -3.29
C 0.34 -5.03 -3.10
C 0.70 -5.61 -1.90
C 1.23 -4.82 -0.85
C 1.45 -3.37 -1.09
O -0.64 -0.50 -2.70
C -1.46 -0.46 -1.60
O -2.61 -0.04 -1.48
C -0.71 -0.54 -0.32
C 0.55 -0.30 -0.68
C 1.45 0.18 0.38
C 0.91 0.53 1.64
N -0.44 0.22 2.06
C -0.90 0.46 3.43
C -1.94 1.61 3.66
C -1.50 2.85 2.79
C -1.94 2.87 1.56
C -1.45 3.91 0.70
C -0.61 4.85 1.11
Cl 0.04 6.00 -0.06
C -0.06 4.76 2.40
C -0.47 3.73 3.25
C -1.28 -0.43 1.04
O -2.29 -1.00 1.42
H 1.65 0.88 -3.64
H 0.35 1.66 -2.66
H 1.93 1.47 -1.95
H 2.54 -1.30 -2.26
H 1.68 -1.29 -3.88
H 0.09 -3.18 -4.24
H 0.06 -5.64 -3.92
H 0.80 -6.69 -1.89
H 1.60 -5.39 0.00
H 1.92 -2.91 -0.22
H 2.43 0.51 0.09
H 1.47 1.14 2.28
H -0.02 0.81 4.05
H -1.36 -0.46 3.88
H -2.09 1.88 4.69
H -2.89 1.09 3.45
H -2.64 2.04 1.22
H -1.83 4.01 -0.26
H 0.81 5.27 2.75
H 0.03 3.54 4.18

Calculated values
- Maximum force: 5.02 eV/Å
- Structure (SMILES): C[C@]1(Cc2ccccc2)OC(=O)c2c1ccn(CCc1ccc(Cl)cc1)c2=O
- HOMO-LUMO gap: 8.76 eV

***

# 6
Density functional theory data (ωB97M-V/def2-TZVPD) for a structure of composition C23H20ClNO3PPr.

Atoms and positions in Å:
C -0.65 0.41 4.70
C -0.88 1.14 3.50
C -2.03 0.57 2.85
H -0.29 1.95 3.11
C -2.53 -0.47 3.68
C -1.65 -0.61 4.79
H -1.72 -1.36 5.56
H 0.16 0.56 5.39
H -2.45 0.87 1.91
H -3.33 -1.14 3.43
Pr -0.46 -0.89 3.01
Cl -1.02 -2.81 1.90
P 0.21 -0.15 -0.69
C -1.16 0.32 -1.82
C -1.13 1.42 -2.67
H -0.27 2.07 -2.68
C -2.21 1.70 -3.50
H -2.17 2.56 -4.16
C -3.32 0.87 -3.51
H -4.16 1.08 -4.16
C -3.36 -0.24 -2.67
H -4.23 -0.88 -2.66
C -2.29 -0.50 -1.83
H -2.33 -1.36 -1.16
C 1.30 1.33 -0.80
C 1.00 2.41 0.04
H 0.16 2.33 0.73
C 1.76 3.57 0.00
H 1.51 4.39 0.66
C 2.84 3.66 -0.86
H 3.44 4.56 -0.88
C 3.15 2.59 -1.69
H 4.00 2.66 -2.36
C 2.38 1.44 -1.66
H 2.63 0.61 -2.32
C 1.14 -1.37 -1.71
C 0.90 -1.59 -3.06
H 0.13 -1.03 -3.57
C 1.65 -2.53 -3.76
H 1.45 -2.70 -4.81
C 2.65 -3.24 -3.12
H 3.24 -3.97 -3.66
C 2.90 -3.02 -1.77
H 3.67 -3.58 -1.26
C 2.14 -2.10 -1.07
H 2.32 -1.94 -0.01
O -1.03 -3.05 6.42
N -0.93 -1.85 6.21
O -0.36 -1.23 7.08
O -0.74 -1.46 4.91

Calculated values
- Maximum force: 19.50 eV/Å
- HOMO-LUMO gap (spin up / spin down): 7.22 / 6.73 eV
- 2S+1: 3

***

# 7
Density functional theory data (ωB97M-V/def2-TZVPD) for a structure of composition C23H20ClNO3PSn.

Atoms and positions in Å:
C -1.14 -1.67 1.24
C -1.03 -2.05 -0.08
C 0.38 -2.11 -0.44
H -1.85 -2.36 -0.75
C 1.13 -1.79 0.66
C 0.22 -1.42 1.79
H 0.45 -1.60 2.86
H -2.02 -1.51 1.88
H 0.74 -2.47 -1.40
H 2.19 -1.69 0.74
Sn -0.14 0.87 -0.37
Cl 2.19 1.32 -0.57
P 0.11 0.35 -3.76
C 1.20 -0.72 -4.79
C 0.78 -1.43 -5.92
H -0.27 -1.39 -6.23
C 1.69 -2.20 -6.65
H 1.35 -2.74 -7.53
C 3.03 -2.26 -6.26
H 3.74 -2.86 -6.83
C 3.46 -1.56 -5.13
H 4.51 -1.60 -4.82
C 2.56 -0.80 -4.38
H 2.88 -0.26 -3.49
C -1.53 -0.08 -4.47
C -2.17 -1.22 -3.93
H -1.66 -1.80 -3.15
C -3.41 -1.62 -4.41
H -3.90 -2.50 -3.99
C -4.05 -0.89 -5.42
H -5.02 -1.20 -5.79
C -3.43 0.25 -5.95
H -3.91 0.82 -6.74
C -2.18 0.66 -5.47
H -1.71 1.55 -5.88
C 0.40 2.00 -4.54
C 1.12 2.19 -5.73
H 1.55 1.34 -6.26
C 1.27 3.48 -6.25
H 1.82 3.62 -7.18
C 0.73 4.58 -5.58
H 0.86 5.59 -5.99
C 0.03 4.40 -4.38
H -0.39 5.25 -3.85
C -0.12 3.12 -3.85
H -0.65 2.97 -2.91
O 0.68 1.20 4.13
N -0.08 0.54 3.49
O -1.19 0.07 3.69
O 0.42 0.24 1.97

Calculated values
- Maximum force: 2.88 eV/Å
- HOMO-LUMO gap: 6.09 eV
- Net charge: +1

***

# 8
Density functional theory data (ωB97M-V/def2-TZVPD) for a structure of composition C23H20IrOP.

Atoms and positions in Å:
Ir -1.51 -0.27 -2.16
C -3.83 -0.11 -2.33
C -3.25 1.14 -2.68
C -2.54 0.98 -3.91
C -2.71 -0.37 -4.32
C -3.50 -1.04 -3.35
H -4.51 -0.29 -1.51
H -3.43 2.08 -2.18
H -2.06 1.76 -4.47
H -2.34 -0.80 -5.25
H -3.85 -2.06 -3.42
O 0.25 -0.93 -1.33
P 0.65 -0.36 0.05
C 2.22 -1.09 0.54
C 2.67 -0.93 1.88
C 3.89 -1.45 2.26
C 4.65 -2.14 1.32
C 4.21 -2.30 -0.01
C 2.98 -1.79 -0.40
C -0.56 -0.82 1.28
C -0.87 0.02 2.35
C -1.78 -0.40 3.30
C -2.38 -1.65 3.18
C -2.09 -2.48 2.11
C -1.17 -2.08 1.16
C 0.83 1.42 0.03
C -0.31 2.21 -0.14
C -0.20 3.59 -0.22
C 1.05 4.18 -0.11
C 2.18 3.41 0.09
C 2.08 2.03 0.16
H 2.04 -0.42 2.60
H 4.24 -1.33 3.27
H 5.58 -2.60 1.62
H 4.83 -2.80 -0.74
H 2.62 -1.91 -1.41
H -0.40 1.00 2.44
H -2.04 0.25 4.13
H -3.08 -1.98 3.94
H -2.56 -3.45 2.03
H -0.91 -2.73 0.33
H -1.29 1.75 -0.10
H -1.08 4.20 -0.35
H 1.14 5.26 -0.15
H 3.16 3.88 0.18
H 2.97 1.42 0.29

Calculated values
- Maximum force: 2.75 eV/Å
- HOMO-LUMO gap (spin up / spin down): 8.46 / 4.36 eV
- Net charge: +2
- 2S+1: 5

***

# 9
Density functional theory data (ωB97M-V/def2-TZVPD) for the molecule C23H20N2O5.

Atoms and positions in Å:
O 1.27 -1.15 -3.08
C 0.91 -0.75 -2.00
N 0.76 0.57 -1.71
C 1.12 1.62 -2.62
C -0.07 2.57 -2.88
C -0.61 3.08 -1.57
C -1.61 2.37 -0.91
C -2.07 2.79 0.33
C -1.52 3.91 0.93
C -0.53 4.62 0.28
C -0.08 4.21 -0.97
C 2.28 2.40 -2.01
O 2.69 2.25 -0.89
O 2.80 3.28 -2.87
C 0.57 -1.66 -0.86
C 0.54 -2.98 -1.09
C 0.33 -4.09 -0.19
C 0.89 -5.32 -0.53
C 0.76 -6.42 0.30
C 0.04 -6.31 1.48
C -0.54 -5.10 1.82
C -0.40 -4.00 1.00
N 0.37 -1.04 0.41
C -0.85 -0.65 0.88
O -1.91 -1.00 0.39
C -0.76 0.23 2.06
C -1.74 0.63 2.92
C -1.12 1.52 3.83
C 0.18 1.59 3.45
O 0.41 0.81 2.39
H 0.49 0.86 -0.79
H 1.45 1.16 -3.55
H -0.84 2.01 -3.41
H 0.27 3.39 -3.50
H -2.04 1.49 -1.36
H -2.85 2.24 0.83
H -1.87 4.23 1.90
H -0.10 5.50 0.74
H 0.69 4.77 -1.48
H 3.54 3.76 -2.46
H 0.77 -3.25 -2.12
H 1.44 -5.41 -1.45
H 1.21 -7.36 0.02
H -0.07 -7.17 2.13
H -1.12 -5.02 2.73
H -0.90 -3.08 1.26
H 1.19 -0.62 0.84
H -2.77 0.33 2.90
H -1.58 2.03 4.65
H 1.02 2.13 3.85

Calculated values
- Maximum force: 1.27 eV/Å
- Structure (SMILES): O=C(N[C@@H](Cc1ccccc1)C(=O)O)/C(=C/c1ccccc1)NC(=O)c1ccco1
- HOMO-LUMO gap: 9.08 eV